Record 1
Molecular formula: CH3FN2
Method: DFT, the ωB97M-V functional and the def2-TZVPD basis

Last column: Löwdin charge in e.
Atoms and positions in Å:
1 N 0.474 -1.253 0.804  0.1511
2 C 0.107 -0.370 0.199  -0.3724
3 N -0.318 0.542 -0.623  0.1057
4 H -0.037 0.583 -1.598  0.1202
5 H -1.099 1.116 -0.162  0.1595
6 F 2.144 -0.607 2.713  -0.1632
7 H 1.344 -0.876 2.237  -0.0009

Computed properties:
frontier orbital gap: 0.4052 Ha
F_max: 3.424 eV/A
net charge: 0
DFT total energy: -6782.7086 eV
SMILES string: N#CN.F
ΔE to the lowest compared entry with this formula, charge and spin: 4.3 kcal per mole

Record 2
Molecular formula: CH3FN2
Method: DFT, the ωB97M-V functional and the def2-TZVPD basis

Last column: Löwdin charge in e.
Atoms and positions in Å:
1 N 1.122 0.276 0.095  0.0825
2 C -0.159 -0.166 -0.091  -0.1839
3 N -1.399 0.568 0.083  -0.0136
4 F -2.417 -0.375 -0.072  -0.1854
5 H 1.907 -0.306 0.256  0.0869
6 H 1.273 1.213 0.307  0.0737
7 H -0.326 -1.210 -0.579  0.1399

Computed properties:
frontier orbital gap: 0.3593 Ha
F_max: 6.735 eV/A
net charge: 0
DFT total energy: -6780.2617 eV
SMILES string: N/C=N/F
ΔE to the lowest compared entry with this formula, charge and spin: 60.7 kcal per mole

Record 3
Molecular formula: CH3FN2O2
Method: DFT, the ωB97M-V functional and the def2-TZVPD basis

Last column: Löwdin charge in e.
Atoms and positions in Å:
1 C -1.147 0.052 -0.055  -0.0047
2 N 0.227 0.478 0.306  -0.0811
3 F 0.630 1.652 -0.288  0.0059
4 N 1.292 -0.438 0.160  -0.4302
5 O 0.979 -1.563 0.544  0.0602
6 O 2.317 -0.045 -0.196  0.1578
7 H -1.221 -0.466 -1.035  0.0956
8 H -1.454 -0.708 0.697  0.1003
9 H -1.622 1.039 -0.133  0.0961

Computed properties:
frontier orbital gap: 0.4170 Ha
F_max: 4.109 eV/A
net charge: 0
DFT total energy: -10872.4659 eV
SMILES string: CN(F)[N+](=O)[O-]
ΔE to the lowest compared entry with this formula, charge and spin: 63.7 kcal per mole

Record 4
Molecular formula: CH3FN2P2
Method: DFT, the ωB97M-V functional and the def2-TZVPD basis

Last column: Löwdin charge in e.
Atoms and positions in Å:
1 C 0.360 0.006 -0.009  -0.3075
2 N 1.768 0.134 -0.109  -0.3891
3 P 2.508 1.418 0.400  0.7334
4 N 3.919 1.029 -0.364  -0.6465
5 P 4.978 -0.133 -0.424  0.8427
6 F 4.387 -1.395 0.534  -0.4384
7 H -0.019 0.320 -0.899  0.0105
8 H -0.086 0.593 0.967  0.0962
9 H -0.057 -1.096 0.100  0.0986

Computed properties:
frontier orbital gap: 0.3059 Ha
F_max: 5.468 eV/A
net charge: 0
DFT total energy: -25360.1303 eV
SMILES string: C/N=P/N=P\F
ΔE to the lowest compared entry with this formula, charge and spin: 5.1 kcal per mole

Record 5
Molecular formula: CH3FNOPS
Method: DFT, the ωB97M-V functional and the def2-TZVPD basis

Last column: Löwdin charge in e.
Atoms and positions in Å:
1 O 1.118 2.068 0.587  -0.0196
2 C 0.602 1.159 0.001  -0.9082
3 P -0.840 0.250 0.473  0.8650
4 N 1.162 0.738 -1.229  -0.2990
5 S 2.686 1.403 -1.914  0.9448
6 F 3.620 0.052 -2.012  -0.4896
7 H -0.678 0.730 1.815  -0.0612
8 H -1.801 1.105 -0.097  -0.0897
9 H 0.707 -0.035 -1.704  0.0574

Computed properties:
frontier orbital gap: 0.3541 Ha
F_max: 3.724 eV/A
net charge: 0
DFT total energy: -27462.8959 eV
SMILES string: O=C(P)NSF
ΔE to the lowest compared entry with this formula, charge and spin: 16.1 kcal per mole

Record 6
Molecular formula: CH3FO3PS
Method: DFT, the ωB97M-V functional and the def2-TZVPD basis

Last column: Löwdin charge in e.
Atoms and positions in Å:
1 C -0.657 0.128 -0.025  -0.6728
2 O 0.473 1.113 -2.176  -0.3800
3 O 1.756 0.453 -0.213  -0.4792
4 O 0.837 -1.271 -1.754  -0.3684
5 F -1.722 -0.604 -0.436  -0.0811
6 P 0.202 -0.609 1.499  0.7870
7 S 0.742 0.070 -1.208  0.3245
8 H -0.702 1.214 -0.060  0.0748
9 H 0.138 0.669 2.291  -0.0880
10 H -1.067 -1.164 2.081  -0.1168

Computed properties:
frontier orbital gap: 0.3428 Ha
F_max: 2.709 eV/A
net charge: -1
DFT total energy: -30070.3189 eV
ΔE to the lowest compared entry with this formula, charge and spin: 0.0 kcal per mole

Record 7
Molecular formula: CH3FS
Method: DFT, the ωB97M-V functional and the def2-TZVPD basis

Last column: Löwdin charge in e.
Atoms and positions in Å:
1 C 0.461 -0.730 0.420  -0.6099
2 S 1.195 -2.094 0.841  0.6194
3 H 0.916 0.248 0.582  0.0016
4 H -0.526 -0.721 -0.046  -0.0103
5 F -0.704 1.897 -1.127  -0.0748
6 H -1.342 1.400 -0.670  0.0740

Computed properties:
frontier orbital gap: 0.3138 Ha
F_max: 0.390 eV/A
net charge: 0
DFT total energy: -14637.2093 eV
SMILES string: C=S.F
ΔE to the lowest compared entry with this formula, charge and spin: 10.8 kcal per mole

Record 8
Molecular formula: CH3I2N2
Method: DFT, the ωB97M-V functional and the def2-TZVPD basis

Last column: Löwdin charge in e.
Atoms and positions in Å:
1 C -0.366 -0.484 -0.070  -0.6580
2 N 0.634 1.551 0.890  -0.5580
3 N 0.486 -1.434 -0.422  0.0599
4 I -2.419 -0.337 0.105  0.9542
5 I -0.991 2.560 1.034  0.9132
6 H 1.063 1.578 -0.073  -0.0301
7 H 1.534 -1.193 -0.545  0.1829
8 H 0.059 -2.239 -0.919  0.1358

Computed properties:
frontier orbital gap (spin up / spin down): 0.2822 / 0.2631 Ha
F_max: 2.762 eV/A
net charge: +1
DFT total energy: -20254.9694 eV
ΔE to the lowest compared entry with this formula, charge and spin: 105.2 kcal per mole